Entry from OMol25: an isolated molecule of C16H23NO4 (ωB97M-V/def2-TZVPD).

Geometry as XYZ:
```
44
Properties=species:S:1:pos:R:3:forces:R:3:lowdin_charge:R:1
C 1.182254 1.619965 -4.308879 -0.28 -0.23 0.30 -0.0609
C 0.097462 1.527166 -3.250587 0.02 0.51 -0.07 -0.2145
O 0.141168 0.225103 -2.657534 0.18 -0.26 -0.36 0.0040
C -0.182163 0.120483 -1.370181 -0.20 -0.11 0.18 -0.4657
O -0.530481 1.035151 -0.675767 0.01 0.04 0.01 0.1271
C -0.058735 -1.333102 -0.917980 0.26 0.17 -0.07 -0.0275
N 0.147099 -1.438669 0.503533 -0.02 0.02 -0.28 -0.0194
C -0.921006 -1.978936 1.327086 0.04 -0.01 0.19 -0.0903
C -2.177925 -1.158370 1.202237 -0.07 -0.13 0.02 -0.2156
C -3.301096 -1.659860 0.559808 0.10 -0.02 0.08 -0.0538
C -4.433559 -0.876603 0.413740 -0.15 0.03 -0.08 -0.0886
C -4.446249 0.418239 0.901129 -0.11 -0.01 -0.05 -0.0917
C -3.327466 0.925445 1.541706 0.06 0.04 0.08 -0.0739
C -2.199716 0.141191 1.693200 -0.09 -0.05 0.04 -0.0347
C 1.170837 -0.760925 1.093238 -0.05 -0.36 -0.08 -0.5268
O 1.336279 -0.707706 2.289206 0.12 0.22 0.35 0.0910
O 1.975107 -0.231527 0.155124 0.00 -0.13 -0.09 0.0240
C 3.054309 0.652783 0.538783 0.52 0.43 0.21 -0.5593
C 3.620921 1.138126 -0.796962 -0.28 -0.25 0.29 -0.0143
C 4.114672 -0.114535 1.327440 -0.33 -0.03 -0.09 -0.0153
C 2.507794 1.831841 1.343029 -0.09 -0.28 -0.05 -0.0118
H 2.160208 1.464160 -3.861006 0.11 0.01 0.02 0.0673
H 1.156087 2.601821 -4.772605 0.01 0.10 -0.07 0.0784
H 1.025615 0.861911 -5.071311 0.03 -0.04 -0.13 0.0770
H -0.894930 1.667361 -3.692913 0.10 0.00 0.12 0.1293
H 0.235971 2.275744 -2.463371 -0.07 -0.13 -0.16 0.1188
H 0.768912 -1.790807 -1.469121 -0.20 0.04 0.00 0.1406
H -0.987025 -1.846724 -1.177586 0.07 0.02 -0.03 0.1406
H -1.103252 -3.017164 1.028896 -0.03 0.08 0.08 0.1291
H -0.550779 -1.959979 2.355105 -0.08 -0.12 -0.16 0.1307
H -3.295648 -2.672571 0.178330 0.03 -0.09 -0.03 0.1083
H -5.304187 -1.277543 -0.085250 -0.07 -0.02 -0.03 0.0996
H -5.327760 1.031346 0.782233 -0.06 0.05 -0.01 0.0994
H -3.334854 1.935867 1.922278 0.01 0.09 0.03 0.1041
H -1.323606 0.531882 2.187392 0.13 0.08 0.04 0.1193
H 3.923707 0.288205 -1.403568 0.07 -0.08 -0.08 0.0904
H 4.481221 1.778639 -0.626447 0.08 0.07 0.03 0.0898
H 2.862184 1.698588 -1.336878 -0.09 0.10 -0.09 0.0764
H 4.486153 -0.951509 0.739753 0.08 -0.07 -0.07 0.0901
H 4.943271 0.546264 1.566724 0.11 0.08 -0.01 0.0893
H 3.686117 -0.495223 2.250277 0.05 0.00 0.04 0.0791
H 1.661836 2.272706 0.819053 -0.06 0.09 -0.06 0.0895
H 2.174040 1.497398 2.321155 0.01 0.06 0.04 0.0815
H 3.282859 2.582923 1.468978 0.10 0.08 -0.02 0.0898
```
Positions in Å, forces in eV/Å.

Properties
- LUMO level: 0.8 eV
- Energy relative to the best compared isomer or geometry (same formula, charge and spin): 2.1 kcal/mol
- E_HOMO: -8.93 eV
- DFT total energy: -26646.7109 eV
- SMILES: CCOC(=O)CN(Cc1ccccc1)C(=O)OC(C)(C)C
- Frontier orbital gap: 0.357 Ha